(one)
{"formula": "C3H7NO2", "method": "ωB97M-V with the def2-TZVPD basis set", "elements": ["C", "C", "O", "C", "O", "N", "H", "H", "H", "H", "H", "H", "H"], "coordinates": [[-1.90699, 0.36334, 0.22052], [-0.87453, -0.29061, -0.67604], [0.39449, 0.35435, -0.47851], [1.36393, -0.40995, 0.06937], [1.26030, -1.58917, 0.33142], [2.50122, 0.31975, 0.26272], [-2.03726, 1.41920, -0.03512], [-1.59191, 0.29536, 1.26654], [-2.87365, -0.14117, 0.12131], [-0.76494, -1.35406, -0.45438], [-1.12019, -0.17048, -1.73521], [3.19787, -0.12192, 0.83992], [2.45165, 1.32537, 0.26746]], "nbo_charge": [-0.628, -0.081, -0.527, 0.883, -0.648, -0.838, 0.210, 0.213, 0.216, 0.218, 0.181, 0.402, 0.399], "smiles": "CCOC(N)=O", "total_charge": 0, "orbital_gap_ev": 11.3, "homo_energy_ev": -10.415}

***

(two)
{"formula": "C3H7NO2", "method": "ωB97M-V with the def2-TZVPD basis set", "elements": ["C", "C", "C", "H", "H", "H", "H", "H", "H", "H", "N", "O", "O"], "coordinates": [[0.85237, 1.21327, 1.63783], [-0.12046, -0.83861, -0.48007], [-1.12944, -1.21708, -1.51197], [1.35715, 0.25276, 2.37366], [-0.54351, 1.25125, 2.13131], [1.46997, 2.17935, 1.90630], [0.16023, 1.14400, -1.13697], [-1.56172, -0.26258, -1.93376], [-0.64503, -1.83317, -2.24246], [-1.84816, -1.83592, -0.93573], [0.29054, 0.50588, -0.42008], [1.21394, 0.95198, 0.38272], [0.50413, -1.51114, 0.22923]], "nbo_charge": [-0.254, 0.652, -0.712, 0.178, 0.174, 0.193, 0.361, 0.222, 0.247, 0.250, -0.348, -0.384, -0.579], "total_charge": 0, "orbital_gap_ev": 10.1, "homo_energy_ev": -9.282}

***

(three)
{"formula": "C3H7NO2", "method": "ωB97M-V with the def2-TZVPD basis set", "elements": ["N", "C", "O", "C", "C", "O", "H", "H", "H", "H", "H", "H", "H"], "coordinates": [[-0.75844, 1.13409, 1.08966], [-0.26601, 1.10066, -0.14874], [-0.06535, 2.27618, -0.53069], [0.04968, -0.10097, -0.98436], [0.29363, -1.36816, -0.17344], [1.37281, -1.23414, 0.72265], [-0.68211, 2.27991, 0.86650], [-1.18955, 0.34952, 1.58523], [0.93658, 0.16392, -1.56645], [-0.77723, -0.24143, -1.69166], [-0.63267, -1.66112, 0.34976], [0.55415, -2.18949, -0.84678], [1.16452, -0.50896, 1.32831]], "nbo_charge": [-0.895, 0.651, -0.658, -0.522, -0.059, -0.710, 0.477, 0.408, 0.250, 0.246, 0.150, 0.194, 0.469], "smiles": "NC(=O)CCO", "total_charge": 0, "orbital_gap_ev": 10.9, "homo_energy_ev": -10.176}

***

(four)
{"formula": "C3H7NO2", "method": "ωB97M-V with the def2-TZVPD basis set", "elements": ["C", "C", "O", "H", "H", "H", "H", "C", "N", "O", "H", "H", "H"], "coordinates": [[-1.73181, 2.97765, -0.55169], [-1.95747, 2.51127, 0.71063], [-1.15223, 1.52081, 1.30549], [-2.33999, 3.80350, -0.71247], [-1.00136, 2.58063, -1.23399], [-3.02639, 2.62736, 1.18728], [-0.82338, 1.04468, 0.47506], [2.01569, -2.12286, -0.43668], [1.49107, -3.26341, -0.09887], [1.29372, -1.23008, -0.91007], [3.17600, -2.18706, -0.36717], [0.50567, -3.36552, 0.13640], [1.98153, -4.18191, -0.28993]], "nbo_charge": [-0.528, 0.139, -0.702, 0.208, 0.208, 0.190, 0.484, 0.517, -0.819, -0.616, 0.113, 0.405, 0.400], "smiles": "C=CO.NC=O", "total_charge": 0, "orbital_gap_ev": 9.8, "homo_energy_ev": -8.964}

***

Most stable: (one) (next structure +194.6 kJ/mol)

***

(one)
{"formula": "C3H4ClN3O", "method": "ωB97M-V with the def2-TZVPD basis set", "elements": ["C", "C", "C", "H", "H", "H", "H", "N", "N", "N", "O", "Cl"], "coordinates": [[0.49537, 1.03329, 0.06982], [-0.22395, 0.41282, -0.84787], [0.03523, -1.07265, 0.85259], [2.17964, 0.67175, 2.34835], [0.61228, 1.14973, 2.81669], [0.98661, 2.06895, 0.04630], [0.36372, -1.99441, 2.37006], [1.14673, 0.36160, 2.41275], [0.73841, 0.09432, 1.09246], [-0.13757, -2.12016, 1.48876], [-0.53887, -0.88624, -0.41623], [-0.81789, 0.85899, -2.33274]], "nbo_charge": [-0.140, 0.163, 0.662, 0.363, 0.358, 0.241, 0.360, -0.633, -0.300, -0.713, -0.456, 0.094], "smiles": "[H]/N=c1/oc(Cl)cn1N", "total_charge": 0, "orbital_gap_ev": 8.8, "homo_energy_ev": -8.252}

***

(two)
{"formula": "C3H4ClN3O", "method": "ωB97M-V with the def2-TZVPD basis set", "elements": ["C", "C", "C", "H", "H", "H", "H", "N", "N", "N", "O", "Cl"], "coordinates": [[0.72948, -0.22704, -0.47275], [-0.51961, 0.04938, -0.00369], [-0.98038, 0.26026, 1.39795], [1.92422, -0.07349, 0.96978], [1.28022, -0.50502, -2.50876], [-1.89845, 0.84479, 1.27178], [-1.19388, -0.71103, 1.89178], [0.58080, -0.36691, -1.79698], [-0.70141, -0.09490, -2.16782], [-1.37477, 0.17585, -1.06160], [1.92405, -0.42420, 0.07513], [0.22972, 1.07232, 2.40517]], "nbo_charge": [0.424, -0.066, -0.397, 0.507, 0.422, 0.247, 0.227, -0.364, -0.072, -0.216, -0.653, -0.061], "smiles": "Oc1[nH]nnc1CCl", "total_charge": 0, "orbital_gap_ev": 9.8, "homo_energy_ev": -9.208}

***

(three)
{"formula": "C3H4ClN3O", "method": "ωB97M-V with the def2-TZVPD basis set", "elements": ["C", "C", "C", "H", "H", "H", "H", "N", "N", "N", "O", "Cl"], "coordinates": [[0.11187, -1.27840, -0.03122], [0.98542, -0.20925, 0.15328], [-1.16762, 0.75418, -0.01125], [-2.70763, -0.72653, 0.98498], [-2.99513, -1.12194, -0.65234], [0.27776, -2.39637, -0.31197], [0.63712, 1.96280, 0.47151], [-2.36709, -1.19785, 0.12357], [-1.13463, -0.62536, -0.13358], [0.23817, 1.05772, -0.07895], [-2.11645, 1.49537, -0.05426], [2.64626, 0.00460, -0.00590]], "nbo_charge": [-0.084, 0.021, 0.743, 0.365, 0.370, 0.264, 0.424, -0.643, -0.285, -0.628, -0.610, 0.063], "smiles": "Nn1cc(Cl)[nH]c1=O", "total_charge": 0, "orbital_gap_ev": 9.2, "homo_energy_ev": -8.513}

***

Most stable: (two) (next structure +64.6 kJ/mol)

***

(one)
{"formula": "C3H4ClN3O", "method": "ωB97M-V with the def2-TZVPD basis set", "elements": ["C", "C", "C", "H", "H", "H", "H", "N", "N", "N", "O", "Cl"], "coordinates": [[0.59251, 1.23914, -0.57752], [0.15219, 0.07688, 0.13336], [-1.12417, -0.52002, 0.07839], [2.55810, 0.62217, -0.89446], [0.82697, 2.00886, 0.39713], [-0.15000, 1.85273, -1.37596], [-1.89997, -2.07897, 1.02810], [0.77377, -0.64920, 1.04194], [0.07115, -1.62570, 1.61350], [-1.09098, -1.59934, 0.75827], [1.83420, 0.98656, -1.40735], [-2.54378, -0.31311, -0.79541]], "nbo_charge": [-0.097, -0.027, 0.117, 0.478, 0.188, 0.241, 0.410, -0.218, -0.064, -0.364, -0.732, 0.067], "smiles": "OCc1nn[nH]c1Cl", "total_charge": 0, "orbital_gap_ev": 10.0, "homo_energy_ev": -9.417}

***

(two)
{"formula": "C3H4ClN3O", "method": "ωB97M-V with the def2-TZVPD basis set", "elements": ["C", "C", "C", "N", "N", "N", "O", "Cl", "H", "H", "H", "H"], "coordinates": [[-1.45385, -0.36951, 0.06689], [0.95196, 0.18012, -0.30856], [-1.85571, 1.02292, 0.23689], [-2.09645, 1.96399, -0.48078], [-0.13380, -0.69267, -0.00248], [2.10807, -0.28066, -0.58868], [-2.26321, -1.27741, 0.04753], [4.03288, 0.34389, 0.24809], [-2.29160, 0.93185, 1.42034], [0.55275, 1.22081, -0.29405], [0.08640, -1.69219, 0.10568], [2.36255, -1.35112, -0.45087]], "nbo_charge": [0.620, 0.301, -0.149, -0.119, -0.612, -0.568, -0.532, -0.227, 0.240, 0.216, 0.424, 0.406], "total_charge": 0, "orbital_gap_ev": [8.5, 7.3], "homo_energy_ev": [-10.211, -9.137]}

***

Most stable: (one) (next structure +144.4 kJ/mol)

***

(one)
{"formula": "C3H8OS", "method": "ωB97M-V with the def2-TZVPD basis set", "elements": ["C", "S", "H", "H", "H", "H", "O", "C", "C", "H", "H", "H", "H"], "coordinates": [[0.39406, 2.77210, -0.30608], [-0.24605, 2.26569, -1.94184], [0.86261, 1.97812, 0.26889], [-0.46990, 3.14944, 0.26759], [1.08077, 3.61519, -0.38124], [-0.81512, 1.20751, -1.38536], [0.76199, -0.65482, 0.98834], [0.00797, -1.32418, 0.26869], [-0.31203, -2.75211, 0.64196], [-0.28950, -0.97250, -0.77177], [-0.40448, -3.48029, -0.17120], [0.60143, -2.98399, 1.20372], [-1.17176, -2.82015, 1.31830]], "nbo_charge": [-0.736, -0.133, 0.264, 0.198, 0.196, 0.123, -0.776, 0.017, -0.727, 0.037, 0.171, 0.189, 0.177], "multiplicity": 2, "total_charge": -1, "orbital_gap_ev": [2.7, 6.8], "homo_energy_ev": [0.746, -3.396]}

***

(two)
{"formula": "C3H8OS", "method": "ωB97M-V with the def2-TZVPD basis set", "elements": ["C", "O", "C", "C", "S", "H", "H", "H", "H", "H", "H", "H", "H"], "coordinates": [[1.37480, 0.14373, 0.23419], [2.68044, -0.45724, 0.73775], [0.12259, -0.37603, 0.90888], [-1.08408, 0.48785, 0.55449], [-1.66985, 0.07520, -1.10283], [1.34599, 1.22299, 0.20373], [1.36141, -0.06396, -0.87225], [3.28309, -0.06737, 0.04644], [0.10701, -1.44233, 0.47914], [0.30234, -0.39648, 2.01775], [-0.77895, 1.60297, 0.60822], [-1.90604, 0.45949, 1.26971], [-0.92069, -0.39392, -2.19489]], "nbo_charge": [-0.101, -0.751, -0.449, -0.572, -0.643, 0.152, 0.165, 0.456, 0.223, 0.198, 0.178, 0.211, -0.067], "multiplicity": 2, "total_charge": -1, "orbital_gap_ev": [2.9, 7.7], "homo_energy_ev": [0.667, -4.314]}

***

Most stable: (one) (next structure +77.9 kJ/mol)

***

(one)
{"formula": "C28H30N2O6", "method": "ωB97M-V with the def2-TZVPD basis set", "elements": ["C", "H", "O", "C", "C", "C", "C", "C", "C", "O", "C", "H", "H", "H", "C", "N", "C", "O", "C", "C", "C", "C", "O", "H", "H", "H", "C", "C", "C", "C", "C", "C", "H", "H", "C", "O", "C", "H", "H", "H", "H", "H", "H", "C", "O", "N", "H", "C", "H", "C", "C", "C", "H", "H", "C", "H", "H", "H", "H", "H", "H", "H", "H", "H", "H", "H"], "coordinates": [[4.41997, 1.01703, -1.59624], [5.31347, 1.47352, -1.72153], [4.52858, -0.38517, -1.34998], [3.72970, -1.17762, -0.69920], [4.28985, -2.31995, 0.05966], [3.45313, -2.95198, 0.91911], [2.17882, -2.64816, 0.85435], [1.42884, -1.87661, -0.00983], [2.33601, -1.11642, -0.76056], [1.87174, -0.13348, -1.81052], [1.69726, -0.68801, -2.86988], [1.07419, -1.68440, -2.95631], [2.89864, -1.16837, -3.51635], [1.38583, 0.11903, -3.66653], [-0.04174, -1.65635, -0.16522], [-0.26527, -0.03280, -0.20503], [0.26796, 0.83014, 0.48721], [1.09158, 0.56328, 1.44259], [-0.59758, 2.14186, 0.56643], [0.13403, 3.39791, 1.17756], [-0.86808, 4.19814, 0.96699], [-1.90398, 3.79656, 0.57508], [-1.76626, 2.45563, 0.25900], [-2.86059, 4.19414, 0.23446], [-0.99567, 5.13208, 1.28572], [1.03360, 3.41868, 1.45952], [-1.05332, 0.21253, -1.47674], [-0.97071, 1.28000, -2.14823], [-1.49394, 1.66990, -3.22878], [-2.74374, 0.97625, -3.58486], [-3.24879, -0.16694, -2.65026], [-2.36508, -0.60981, -1.63246], [-2.69295, -1.24929, -0.95306], [-3.94834, -0.72660, -2.97085], [-3.60986, 1.18863, -4.70690], [-4.83653, 0.62343, -4.81142], [-3.38813, 2.23589, -5.62313], [-3.99194, 2.75101, -6.26336], [-2.36659, 2.21864, -5.99833], [-3.25301, 3.35087, -4.78615], [-1.21034, 2.57173, -4.01233], [0.20618, 1.97456, -1.81806], [-0.27860, -2.04819, -0.98842], [-0.69867, -2.12888, 0.99545], [-1.82127, -2.92817, 0.93179], [-0.46444, -1.67000, 2.07904], [0.41175, -1.01314, 2.17090], [-1.06649, -1.92499, 3.29351], [-2.02305, -2.79501, 3.25799], [-0.10514, -2.45422, 4.69586], [0.43599, -1.19574, 5.07579], [-0.51531, -0.05322, 4.68838], [-0.15707, 0.62026, 3.82950], [-0.65616, 0.69232, 5.47319], [-1.64903, -0.55501, 3.97297], [-2.43582, -0.72468, 4.92138], [-2.13308, -0.15382, 3.29406], [0.70268, -1.20529, 6.23268], [1.39877, -0.96879, 4.66405], [0.63129, -2.83109, 4.08676], [-0.69648, -3.03348, 5.22397], [1.30665, -3.26196, 1.36883], [3.66304, -3.78634, 1.51209], [5.42310, -2.25310, 0.42871], [4.02337, 1.06115, -2.62701], [3.83703, 1.41188, -0.87705]], "nbo_charge": [-0.212, 0.188, -0.496, 0.309, -0.221, -0.226, -0.218, 0.023, 0.188, -0.557, -0.172, 0.160, 0.056, 0.187, -0.090, -0.412, 0.698, -0.694, 0.242, -0.244, -0.328, 0.071, -0.393, 0.215, 0.227, 0.210, 0.176, -0.240, -0.170, -0.123, -0.092, -0.188, 0.232, 0.210, 0.456, -0.558, -0.622, 0.250, 0.224, 0.194, 0.250, 0.209, 0.239, 0.613, -0.714, -0.620, 0.456, -0.031, 0.269, -0.386, -0.422, -0.440, 0.212, 0.219, -0.357, 0.172, 0.186, 0.205, 0.218, 0.214, 0.213, 0.200, 0.230, 0.231, 0.185, 0.186], "total_charge": 0, "orbital_gap_ev": 7.3, "homo_energy_ev": -8.550}

***

(two)
{"formula": "C28H30N2O6", "method": "ωB97M-V with the def2-TZVPD basis set", "elements": ["C", "N", "C", "C", "N", "C", "O", "C", "C", "C", "C", "C", "O", "C", "C", "C", "C", "C", "C", "C", "O", "H", "H", "H", "H", "H", "C", "C", "O", "C", "C", "C", "C", "C", "C", "C", "H", "H", "C", "O", "H", "H", "H", "H", "H", "H", "H", "O", "H", "H", "H", "H", "H", "C", "C", "H", "H", "H", "H", "H", "H", "H", "H", "H", "H", "H"], "coordinates": [[-6.04201, -1.15422, 0.13524], [-4.85945, -1.39184, 0.93241], [-3.77132, -1.92832, 0.13366], [-2.59403, -2.25855, 1.05111], [-2.16701, -1.05188, 1.71664], [-1.06151, -0.34197, 1.44629], [-0.79250, 0.71129, 2.00749], [-0.10742, -0.93207, 0.44038], [1.15611, -1.20949, 0.74686], [2.10609, -1.76189, -0.28392], [3.50828, -1.28118, -0.01093], [4.45737, -2.15061, 0.38387], [5.72351, -1.85445, 0.69805], [6.10521, -0.55335, 0.64900], [7.41972, -0.24826, 1.00445], [7.84637, 1.06072, 0.97077], [6.97707, 2.07882, 0.58520], [5.68211, 1.77926, 0.23217], [5.22397, 0.45842, 0.25672], [3.83784, 0.14465, -0.12972], [3.06371, 1.00219, -0.52115], [4.98417, 2.54479, -0.07103], [7.32316, 3.10065, 0.56450], [8.86264, 1.29737, 1.24693], [8.07642, -1.05045, 1.30188], [4.26847, -3.21205, 0.48467], [1.60923, -1.31777, -1.66248], [0.12642, -1.65535, -1.82708], [-0.42759, -1.26276, -3.03771], [-0.34023, 0.12412, -3.38687], [-0.93608, 1.05042, -2.35788], [-2.31458, 1.10419, -2.18797], [-2.87170, 1.91161, -1.21417], [-2.06352, 2.67869, -0.38420], [-0.68800, 2.63111, -0.56257], [-0.12894, 1.83557, -1.54478], [0.94509, 1.82236, -1.65552], [-0.04387, 3.21341, 0.07925], [-2.64571, 3.48518, 0.74775], [-2.78380, 2.71498, 1.92158], [-1.96395, 2.20315, 2.04690], [-2.00652, 4.36019, 0.94378], [-3.65176, 3.83829, 0.49980], [-3.94632, 1.95162, -1.09612], [-2.94828, 0.49815, -2.82044], [-0.90335, 0.17712, -4.32267], [0.70297, 0.39678, -3.58898], [-0.67794, -1.12669, -0.78047], [-0.00362, -2.75308, -1.82552], [2.16607, -1.80631, -2.46355], [1.74042, -0.24033, -1.73107], [2.10521, -2.86020, -0.22473], [1.51781, -1.02404, 1.74333], [-3.23394, -0.49669, 2.52490], [-4.43176, -0.18860, 1.62929], [-5.25910, 0.16985, 2.24473], [-4.14606, 0.61168, 0.92854], [-2.88333, 0.41474, 3.00657], [-3.51441, -1.23451, 3.28253], [-1.77962, -2.70296, 0.48441], [-2.92573, -2.96688, 1.81837], [-4.11907, -2.83837, -0.36094], [-3.42644, -1.21628, -0.63612], [-5.87679, -0.41298, -0.66213], [-6.84070, -0.79578, 0.78274], [-6.35751, -2.09120, -0.32202]], "nbo_charge": [-0.403, -0.444, -0.235, -0.217, -0.410, 0.661, -0.654, 0.242, -0.266, -0.250, -0.185, 0.217, -0.441, 0.384, -0.275, -0.170, -0.229, -0.135, -0.227, 0.527, -0.584, 0.240, 0.220, 0.220, 0.229, 0.199, -0.467, 0.405, -0.522, -0.108, 0.036, -0.224, -0.209, -0.053, -0.185, -0.238, 0.228, 0.217, -0.075, -0.745, 0.500, 0.162, 0.177, 0.209, 0.208, 0.202, 0.178, -0.532, 0.160, 0.222, 0.251, 0.211, 0.232, -0.230, -0.234, 0.207, 0.186, 0.249, 0.197, 0.224, 0.201, 0.202, 0.183, 0.162, 0.201, 0.199], "smiles": "CN1CCN(C(=O)C2=C[C@H](c3coc4ccccc4c3=O)C[C@H](OCc3ccc(CO)cc3)O2)CC1", "total_charge": 0, "orbital_gap_ev": 8.4, "homo_energy_ev": -8.444}

***

Most stable: (two) (next structure +2229.8 kJ/mol)